Molecular formula: C46H78Br18ClINO2
Method: DFT, ωB97M-V/def2-TZVPD

Each line ends with the Mulliken charge.
Element x y z (Å)
1 C 3.3135 -3.9619 2.6075  -0.623
2 O 4.5813 -3.3354 2.5884  -0.477
3 C 5.2847 -3.5657 1.3746  -0.903
4 C 4.6716 -2.8352 0.1766  0.144
5 C 5.7058 -2.4364 -0.8889  -1.139
6 C 5.1734 -2.5377 -2.3209  0.281
7 C 4.3870 -1.3002 -2.7574  0.489
8 C 3.5323 -1.5359 -4.0174  -1.173
9 C 2.1973 -0.7652 -3.9589  -0.932
10 C 1.3522 -1.3920 -2.8341  0.380
11 C -0.1650 -1.1235 -2.9484  -2.206
12 N -0.6980 -0.8050 -1.6017  0.627
13 C -0.9547 0.4710 -1.2433  -0.222
14 I -0.5536 2.0646 -2.5684  0.151
15 C -1.4839 0.7953 -0.0033  1.183
16 C -1.7946 2.2239 0.4004  -1.879
17 C -2.6487 2.3625 1.6659  0.099
18 C -1.8243 2.5036 2.9533  -0.548
19 Cl -3.6629 3.8553 1.4684  -0.217
20 C -1.7125 -0.2405 0.8993  -1.008
21 C -1.4111 -1.5496 0.5380  0.786
22 C -1.6493 -2.6124 1.6017  -0.502
23 C -0.7482 -2.2686 2.8264  -1.019
24 O -1.4072 -1.4132 3.7464  -0.576
25 C -0.9150 -1.8257 -0.7356  -0.066
26 C -0.6068 -3.2595 -1.0808  -1.677
27 C -1.8437 -4.1459 -1.1415  0.521
28 C -3.1261 -3.6691 -1.3915  -0.444
29 C -4.1825 -4.5675 -1.3976  -1.237
30 C -3.9920 -5.9235 -1.1642  -1.041
31 C -2.7070 -6.4204 -0.9179  0.618
32 C -2.4845 -7.8839 -0.6328  -1.710
33 C -1.6577 -5.5073 -0.9171  -0.076
34 H 2.5461 -3.1988 2.4009  0.128
35 H 3.0870 -4.3804 3.5890  0.324
36 H 3.2511 -4.7252 1.8242  0.312
37 H 6.3074 -3.2302 1.5606  0.422
38 H 5.3184 -4.6527 1.2107  0.368
39 H 4.2105 -1.9228 0.5738  0.326
40 H 3.8930 -3.4798 -0.2461  0.200
41 H 6.1644 -1.4638 -0.6908  0.324
42 H 6.5295 -3.1610 -0.8161  0.466
43 H 4.5889 -3.4589 -2.4175  0.443
44 H 6.0366 -2.6448 -2.9827  -0.782
45 H 3.7799 -0.9375 -1.9197  0.148
46 H 5.1289 -0.5126 -2.9337  -0.245
47 H 3.3365 -2.6157 -4.0433  0.479
48 H 4.0946 -1.3214 -4.9296  0.598
49 H 2.4601 0.2772 -3.7604  0.276
50 H 1.6947 -0.8678 -4.9251  0.468
51 H 1.5892 -2.4580 -2.8233  0.343
52 H 1.7025 -1.0137 -1.8696  0.119
53 H -0.6288 -2.0414 -3.3053  0.538
54 H -0.4070 -0.3625 -3.6795  0.466
55 H -2.2460 2.7623 -0.4316  0.805
56 H -0.8440 2.7329 0.6025  0.591
57 H -3.3666 1.5563 1.8048  0.546
58 H -0.7887 2.7801 2.7343  0.290
59 H -1.8054 1.5511 3.4909  0.228
60 H -2.2015 3.2784 3.6147  -0.137
61 H -2.1149 -0.0727 1.8884  0.574
62 H -2.7077 -2.5509 1.8583  0.488
63 H -1.3483 -3.6042 1.2849  0.298
64 H -0.4106 -3.2121 3.2649  0.439
65 H 0.1426 -1.7733 2.4211  0.485
66 H -0.7657 -0.7385 3.9907  0.355
67 H -0.0424 -3.3932 -1.9989  0.534
68 H 0.0286 -3.6452 -0.2782  0.541
69 H -3.2921 -2.6086 -1.5592  0.597
70 H -5.2066 -4.2466 -1.5607  0.446
71 H -4.8342 -6.6151 -1.1415  0.845
72 H -3.3875 -8.3140 -0.1964  0.378
73 H -1.6949 -8.0252 0.1096  0.456
74 H -2.1997 -8.4453 -1.5248  0.342
75 H -0.6544 -5.8850 -0.7227  0.459
76 Br -0.5968 3.8223 5.9745  -0.177
77 C 0.6053 5.3465 5.8970  -0.616
78 C 0.6470 5.9113 4.4973  -0.927
79 Br 1.7350 4.7681 3.3210  -0.094
80 H 1.5689 5.0092 6.2648  0.426
81 H 0.1951 6.0805 6.5877  0.400
82 H 1.1350 6.8825 4.5064  0.444
83 H -0.3336 5.9956 4.0614  0.498
84 Br -3.4867 -1.0260 -4.6540  -0.111
85 C -3.4539 0.9199 -4.7761  -0.434
86 C -4.2404 1.4150 -5.9594  -0.654
87 Br -3.2612 1.1532 -7.6173  -0.135
88 H -2.4097 1.2149 -4.8056  0.131
89 H -3.9008 1.2681 -3.8462  0.393
90 H -4.4002 2.4886 -5.8857  0.400
91 H -5.1966 0.9141 -6.0717  0.390
92 Br 6.7886 2.1547 -3.0264  -0.139
93 C 8.0794 1.6074 -4.3784  -0.629
94 C 7.6906 0.3010 -5.0162  -0.542
95 Br 8.0648 -1.2080 -3.8451  -0.090
96 H 9.0485 1.5688 -3.8919  0.366
97 H 8.0763 2.4069 -5.1160  0.373
98 H 8.2846 0.1226 -5.9100  0.403
99 H 6.6360 0.2499 -5.2690  0.286
100 Br -5.9216 5.5159 7.5163  -0.112
101 C -5.7450 5.0878 5.6301  -0.609
102 C -4.3303 5.2665 5.1493  -0.015
103 Br -3.8883 7.1466 4.9052  -0.130
104 H -6.4565 5.7119 5.0977  0.393
105 H -6.0457 4.0454 5.5455  0.370
106 H -4.2024 4.8140 4.1674  -0.190
107 H -3.5945 4.8567 5.8347  0.284
108 Br 5.4647 -6.3783 -2.1655  -0.133
109 C 5.6000 -6.7359 -4.0766  -0.597
110 C 6.9786 -6.4364 -4.6017  -0.576
111 Br 7.2736 -4.5226 -4.8001  -0.096
112 H 4.8266 -6.1501 -4.5630  0.348
113 H 5.3736 -7.7946 -4.1836  0.352
114 H 7.1014 -6.8497 -5.6006  0.334
115 H 7.7671 -6.8112 -3.9572  0.381
116 Br 5.1263 7.2102 3.7574  -0.128
117 C 6.3954 6.4408 2.5022  -0.579
118 C 5.9035 5.1254 1.9599  -0.495
119 Br 6.1005 3.6893 3.2572  -0.120
120 H 7.3445 6.3603 3.0219  0.384
121 H 6.4836 7.1712 1.7006  0.345
122 H 6.5013 4.8205 1.1032  0.348
123 H 4.8550 5.1537 1.6793  0.235
124 Br -7.0677 -4.8904 -4.8597  -0.135
125 C -6.9566 -6.8163 -5.1237  -0.583
126 C -6.7456 -7.5364 -3.8198  -0.659
127 Br -4.9027 -7.3583 -3.1979  -0.031
128 H -6.1592 -6.9919 -5.8380  0.377
129 H -7.9086 -7.1007 -5.5668  0.350
130 H -6.9082 -8.6051 -3.9435  0.393
131 H -7.3819 -7.1661 -3.0222  0.381
132 Br 1.1458 9.1650 -0.8455  -0.148
133 C 0.5633 7.3163 -0.7120  -0.600
134 C -0.3659 7.1097 0.4552  -0.340
135 Br 0.5968 7.0674 2.1529  0.003
136 H 1.4598 6.7069 -0.6500  0.361
137 H 0.0501 7.1110 -1.6501  0.375
138 H -0.8541 6.1380 0.3859  0.027
139 H -1.1203 7.8861 0.5367  0.396
140 Br -9.2534 5.5341 9.4434  -0.130
141 C -9.2188 7.4789 9.4153  -0.586
142 C -10.0179 8.0332 8.2657  -0.571
143 Br -9.0714 7.8596 6.5735  -0.125
144 H -8.1748 7.7752 9.3889  0.354
145 H -9.6575 7.7849 10.3627  0.346
146 H -10.1755 9.1019 8.3940  0.335
147 H -10.9757 7.5387 8.1416  0.373

Its highest occupied orbital energy is -10.44 eV. For the HOMO-LUMO gap, the calculation gives 0.258 Ha. As for the total charge: +1.